The following is a DFT calculation (wB97M-V/def2-TZVPD) of a cluster of 40 separate species, H80O40 in total in a non-equilibrium geometry.

XYZ file:
```
120
Properties=species:S:1:pos:R:3:forces:R:3:lowdin_charge:R:1
O -0.898 -4.470 -2.437 0.5 0.3 0.0 -0.0735
O 2.800 2.635 2.393 0.3 -0.2 -0.9 -0.0373
O 3.160 3.274 -0.572 -0.2 0.5 -0.8 -0.0621
O 4.784 1.154 -0.983 0.2 -1.8 -0.8 -0.0686
O -4.279 3.048 -4.132 0.6 1.1 -0.2 -0.0334
O -1.168 -1.949 1.177 -0.7 -1.1 -0.4 -0.0757
O -1.188 1.492 -3.122 -1.5 -3.0 0.5 -0.0639
O -1.077 4.049 -1.284 -0.5 2.4 -0.1 -0.0979
O 3.775 0.105 1.361 0.1 -0.2 0.2 -0.0805
O -5.913 -0.215 -0.615 -0.3 0.4 0.0 -0.0495
O -3.499 0.364 -4.205 -0.9 -0.1 1.0 -0.0612
O -2.389 -4.811 1.671 0.0 0.0 0.0 -0.0580
O -3.588 -2.313 3.056 -1.1 -0.8 0.3 -0.0446
O -2.321 -1.031 5.088 0.4 0.1 0.9 -0.0674
O 0.675 -2.186 -1.736 0.1 -0.3 0.2 -0.1043
O -0.752 2.811 1.142 -0.4 -0.1 0.9 -0.0882
O 0.627 3.428 -3.392 1.2 -0.7 -0.8 -0.0612
O -1.886 5.466 2.723 -0.1 -0.7 -0.7 -0.0755
O 2.869 -3.405 -0.225 -1.2 -0.4 0.3 -0.0723
O 2.457 -0.056 -1.672 -0.1 -0.3 -0.3 -0.0704
O 0.080 -1.548 3.479 0.8 0.1 1.0 -0.0550
O -0.823 2.835 -5.517 0.2 -0.1 0.1 -0.0752
O 0.042 -4.746 0.548 0.4 0.0 0.4 -0.0399
O 0.688 5.187 0.391 -0.7 0.8 0.5 -0.0880
O -3.479 0.038 1.458 0.6 1.3 0.4 -0.0352
O -3.091 5.371 -2.083 -0.7 0.3 0.5 -0.0351
O 2.928 0.091 4.157 -0.1 -0.9 0.6 -0.0699
O 2.614 -3.433 -2.902 -0.2 -1.9 -0.6 -0.0616
O 0.995 -0.405 0.642 0.3 0.3 0.8 -0.0628
O -2.895 2.062 -0.404 -0.3 0.2 -0.3 -0.0507
O -1.005 -0.322 -5.734 -0.3 1.3 -2.3 -0.0749
O -3.125 -3.237 -0.733 0.2 0.4 -0.3 -0.0476
O 1.758 -1.848 5.526 1.7 -1.3 0.7 -0.0689
O -1.355 -1.443 -3.589 -0.9 -0.2 -0.6 -0.0663
O 5.168 1.344 3.570 -0.9 -1.1 -0.1 -0.0948
O 5.725 -1.609 1.750 0.7 0.5 0.3 -0.0787
O 4.903 -2.242 -3.198 -0.2 0.1 -1.0 -0.0704
O 0.703 1.770 5.001 -0.2 -0.7 0.4 -0.0571
O 3.636 -5.682 0.307 -0.1 -0.6 0.2 -0.0731
O -3.983 0.854 4.232 -0.1 0.1 -0.5 -0.0735
H -3.382 1.290 -4.450 0.6 -1.1 -0.2 -0.0199
H 5.361 0.554 3.040 1.0 0.3 -0.2 0.0117
H 5.010 1.368 -0.079 0.3 0.8 -0.2 0.0338
H -0.568 -1.158 -5.626 0.1 -0.1 0.7 0.0236
H -2.907 -2.016 2.461 1.0 -0.2 0.4 -0.0315
H -0.814 -2.205 -3.417 0.5 0.1 1.0 0.0010
H 1.898 0.730 -1.610 -0.3 0.2 0.0 0.0142
H 1.874 2.887 2.339 -0.2 0.1 0.4 0.0440
H 3.042 -4.996 0.635 0.4 0.0 0.3 -0.0119
H -3.928 -2.989 -0.265 0.0 -0.2 0.1 0.0422
H -3.389 -0.899 1.581 -0.6 -0.1 -0.6 -0.0140
H 2.550 2.543 -0.426 0.0 0.0 0.2 -0.0072
H -4.911 2.608 -3.580 -0.5 -0.5 0.4 0.0294
H -0.971 -1.733 0.253 0.0 0.2 -0.1 0.0343
H -0.686 3.202 -1.412 -0.1 -0.9 0.4 -0.0258
H 0.683 -0.072 1.499 0.2 0.2 0.0 0.0364
H -1.402 -3.681 -2.670 -0.5 -0.2 0.1 -0.0033
H 1.203 3.869 -2.759 -0.5 0.4 0.1 0.0647
H -1.596 -0.814 5.681 0.4 -0.4 0.0 0.0490
H 5.020 -0.992 1.457 -0.1 -0.7 0.0 -0.0222
H 5.522 -2.523 1.571 -0.4 -0.1 -0.1 0.0100
H -3.336 1.276 3.648 0.2 0.4 0.3 0.0462
H 3.553 0.832 1.965 -0.2 0.3 -0.7 0.0084
H -2.554 2.085 -1.305 0.0 0.0 -0.3 0.0147
H -6.715 0.249 -0.342 0.1 -0.1 0.3 0.0450
H 3.440 -5.573 -0.626 0.3 -0.3 -0.2 0.0140
H 0.098 2.580 0.754 -0.1 -0.1 -0.3 -0.0039
H 0.014 2.852 -4.994 -0.3 0.0 -0.7 0.0290
H 3.796 -3.168 -0.194 -0.1 0.8 -0.3 0.0677
H -0.709 2.208 -6.241 0.2 -0.1 0.1 0.0454
H 4.782 -2.972 -3.818 0.8 -0.4 0.3 0.0198
H 0.514 -1.798 2.657 -0.6 -0.1 -0.5 0.0318
H -2.497 5.668 -2.771 0.2 0.1 -0.4 0.0570
H 3.087 2.611 3.303 -0.2 0.2 0.5 0.0342
H 4.871 1.806 -1.676 0.3 0.9 0.8 0.0449
H -1.460 2.294 0.706 0.4 0.1 0.0 -0.0018
H -0.940 0.195 -4.932 0.3 -0.8 0.5 -0.0206
H 3.225 0.235 -2.175 0.2 0.1 0.2 0.0309
H -2.515 5.248 2.021 -0.4 0.5 0.2 0.0251
H -4.101 2.474 -4.875 -0.6 0.3 -0.5 0.0129
H -1.535 -0.891 -2.820 0.3 -0.3 0.3 0.0269
H -2.041 4.224 -1.442 0.9 -1.3 -0.3 0.0226
H -2.794 5.841 -1.292 -0.2 0.2 -0.1 0.0604
H -0.852 2.036 -2.432 0.9 0.8 -0.6 -0.0362
H 4.296 0.956 3.855 0.7 0.9 0.5 -0.0207
H 2.700 -4.029 -3.657 -0.1 0.5 -0.7 0.0819
H -3.548 1.357 -0.449 0.1 -0.2 0.1 0.0205
H 0.675 -1.219 -1.749 0.3 0.0 -0.1 0.0174
H -0.248 4.991 0.205 0.5 -0.7 -0.4 -0.0142
H 2.232 -2.706 -0.455 0.6 0.6 0.1 0.0357
H 3.082 -0.643 4.799 -0.2 0.6 -0.4 0.0764
H -5.939 -0.078 -1.568 0.4 -0.2 -0.2 0.0389
H -0.299 -4.110 1.190 0.0 0.3 -0.2 0.0118
H -4.269 0.203 3.573 -0.3 -0.3 0.2 0.0191
H 1.143 -2.060 4.808 -0.8 1.0 0.3 0.0030
H -0.135 1.404 5.308 -0.2 0.5 -0.1 0.0189
H -2.982 -0.383 5.374 -0.4 0.2 -0.7 0.0370
H 0.552 5.930 0.995 0.6 0.0 0.1 0.0309
H 0.152 -0.500 0.199 -0.2 0.3 -0.6 -0.0155
H -3.309 -2.191 3.977 0.4 0.3 -0.5 0.0234
H -1.652 -5.349 1.353 0.0 -0.2 0.0 0.0289
H 1.556 -1.165 6.162 -0.9 0.1 -0.4 0.0387
H -2.876 -4.121 -0.447 -0.2 -0.1 0.1 0.0199
H -1.671 -2.765 0.990 -0.3 0.0 0.2 0.0130
H -4.286 0.264 1.000 -0.5 -0.6 -0.2 0.0156
H -2.234 -4.693 2.613 -0.2 0.0 0.1 0.0494
H -0.164 -4.052 -1.947 -0.5 -0.3 0.0 -0.0063
H -3.402 -0.298 -4.891 0.5 0.5 -0.4 0.0413
H 3.675 3.359 0.228 -0.1 0.0 0.5 0.0212
H 1.213 0.948 4.919 0.5 0.3 -0.5 -0.0140
H 0.993 -4.655 0.689 0.1 -0.2 -0.3 0.0285
H -0.871 -1.661 3.419 0.0 0.0 -0.4 0.0192
H -1.275 1.734 -4.047 0.4 1.6 0.2 -0.0125
H -1.342 4.675 2.581 0.6 0.0 0.4 0.0082
H 2.614 -0.422 3.400 0.0 0.3 -0.3 0.0568
H 2.417 -4.135 -2.261 0.1 0.7 0.8 0.0581
H 3.381 0.246 0.488 -0.4 0.1 0.0 0.0261
H 4.051 -1.842 -3.420 0.1 0.6 0.8 0.0124
H 1.434 -2.450 -2.306 -0.6 0.5 0.1 0.0031
H -0.272 3.745 -3.402 -0.1 0.9 0.8 0.0193
```
Forces are in eV/Å.

Net charge ... -1
Energy relative to the best compared isomer or geometry (same formula, charge and spin) ... 59.1 kcal per mole
LUMO (alpha / beta) ... 1.67 / 1.49 eV
Multiplicity ... 2
HOMO-LUMO gap (alpha / beta) ... 0.092 / 0.355 Ha
<S²> ... 0.7513
Strongest force on any atom ... 3.42 eV Å⁻¹